No. 1
23
Properties=species:S:1:pos:R:3:lowdin_charge:R:1 method="wB97M-V/def2-TZVPD" lumo_ha=-0.118 homo_lumo_gap_ha=0.314 de_lowest_ev=2.388 charge=+1 e_tot_ha=-643.87284
C -0.293 -0.370 -0.726 -0.1343
C -1.053 -1.349 0.277 -0.1523
C -3.012 0.212 0.049 -0.6436
C 0.877 0.375 -0.156 -0.5578
C 1.277 1.599 -1.054 -0.0260
C 2.110 -0.467 0.178 -0.0338
N 0.443 0.895 1.242 0.2377
N -2.524 -1.048 0.314 -0.1890
I -5.074 0.226 -0.089 0.8019
H 0.165 -1.031 -1.480 0.1388
H -0.994 0.336 -1.151 0.0853
H -0.953 -2.449 -0.069 0.1549
H -0.694 -1.363 1.313 0.0976
H -0.465 1.285 1.239 0.1327
H 1.652 1.289 -2.152 0.1484
H 2.106 2.242 -0.634 0.1032
H 0.350 2.184 -1.256 0.0928
H 2.908 0.033 0.653 0.0716
H 2.586 -0.649 -0.828 0.1226
H 1.947 -1.432 0.776 0.1291
H 1.183 1.512 1.607 0.1793
H 0.473 -0.104 1.597 0.1449
H -3.014 -1.925 0.349 0.0961

No. 2
133
Properties=species:S:1:pos:R:3:lowdin_charge:R:1 method="wB97M-V/def2-TZVPD" lumo_ha=-0.189 homo_lumo_gap_ha=0.210 charge=+1 e_tot_ha=-4746.21120
C -0.038 -1.309 -3.438 0.1420
C -0.206 -1.537 -2.141 -0.0493
C -0.405 -1.678 -0.531 -0.4476
C -0.885 -3.260 -0.460 -0.2017
C -2.330 -3.501 -1.197 -0.1673
O -3.349 -4.040 -0.260 -0.1532
C -4.615 -3.919 -0.988 -0.3339
C -5.583 -2.631 -0.683 0.0122
O -4.960 -4.833 -1.827 0.0310
C -1.576 -0.739 0.069 -0.4730
I -2.498 -1.579 1.913 1.0568
C -1.148 0.864 0.263 -0.3639
C -1.405 1.122 1.867 -0.2764
C -2.478 1.987 2.370 -0.0202
C -2.274 1.627 -0.665 -0.1777
C -2.215 3.212 -0.710 -0.2107
C -3.580 3.707 -1.501 -0.1633
C -4.650 4.093 -0.311 -0.2136
C -6.165 3.627 -0.631 -0.1977
C -6.913 3.475 0.827 -0.2123
C -6.600 2.035 1.534 -0.2213
C -6.274 2.218 3.132 -0.2603
C -5.901 0.798 3.856 -0.1402
C 0.378 1.176 -0.174 -0.6031
Cl 0.545 1.680 -1.975 0.6679
P 1.174 2.738 0.698 0.7453
O 0.042 3.787 1.400 -0.3626
Cl 2.070 4.015 -0.797 0.2111
C 1.440 -0.044 0.231 -0.3864
O 1.702 0.323 1.607 -0.2400
C 2.930 0.010 2.216 -0.2581
C 2.648 -0.354 3.801 -0.1634
C 2.971 1.009 4.663 -0.1104
B 2.682 0.134 -0.823 -0.5014
O 2.802 -0.580 -2.115 -0.0242
C 3.961 1.178 -0.652 -0.1652
C 5.325 0.288 -0.387 -0.1008
N 0.816 -1.413 0.291 -0.3087
I 2.236 -2.975 0.257 1.2580
H -0.003 -1.073 -4.576 0.0994
H -0.190 -3.938 -1.116 0.0966
H -0.827 -3.700 0.598 0.0841
H -2.243 -4.357 -1.993 0.1361
H -2.701 -2.597 -1.802 0.1277
H -6.459 -2.659 -1.425 0.1036
H -4.912 -1.697 -0.801 0.0725
H -5.903 -2.746 0.424 0.1003
H -2.458 -0.806 -0.694 0.0873
H -0.683 0.726 2.689 0.0941
H -3.553 1.845 1.945 0.0559
H -2.260 2.810 3.140 0.0896
H -2.201 1.148 -1.724 0.1226
H -3.299 1.304 -0.213 0.1224
H -2.259 3.767 0.299 0.0967
H -1.340 3.668 -1.338 0.0997
H -3.389 4.603 -2.194 0.1136
H -4.070 2.796 -2.046 0.1070
H -4.367 3.644 0.711 0.0804
H -4.622 5.247 -0.189 0.1241
H -6.172 2.574 -1.093 0.1040
H -6.711 4.429 -1.248 0.1130
H -6.534 4.278 1.588 0.1103
H -8.060 3.643 0.752 0.1126
H -5.648 1.530 1.084 0.0886
H -7.519 1.327 1.423 0.1191
H -7.165 2.646 3.725 0.1084
H -5.373 2.953 3.257 0.0986
H -6.130 -0.082 3.149 0.0607
H -4.776 0.722 4.141 0.0591
H -6.539 0.649 4.825 0.0816
H 0.056 3.625 2.380 0.0666
H 3.610 -0.817 1.825 0.0788
H 3.594 0.974 2.264 0.1339
H 3.284 -1.246 4.156 0.1123
H 1.511 -0.507 3.882 0.1024
H 2.480 1.001 5.702 0.0790
H 4.104 1.221 4.742 0.0711
H 2.517 1.920 4.088 0.0785
H 3.540 -1.231 -2.032 0.0770
H 3.866 1.857 0.271 0.0625
H 4.111 1.808 -1.613 0.1190
H 5.364 -0.674 -1.015 0.0697
H 5.389 -0.056 0.729 0.0696
H 6.289 0.928 -0.549 0.1003
H 0.464 -1.521 1.283 0.1093
C 10.706 3.327 7.379 -0.0492
C 9.449 3.820 7.036 -0.0523
C 8.545 3.009 6.356 0.0031
C 8.901 1.705 6.006 -0.0870
C 10.169 1.220 6.328 -0.0835
C 11.068 2.030 7.026 0.0097
C 10.576 -0.142 5.920 -0.2772
O 11.683 -0.569 6.204 0.1114
C 9.624 -0.977 5.154 -0.0790
C 10.016 -2.243 4.712 0.0116
C 9.122 -3.041 4.002 -0.0535
C 7.833 -2.581 3.739 -0.0649
C 7.442 -1.318 4.173 -0.0065
C 8.341 -0.509 4.873 -0.0839
C 7.927 0.845 5.299 -0.2763
O 6.799 1.251 5.065 0.0791
H 11.408 3.957 7.918 0.1115
H 9.172 4.836 7.300 0.1100
H 7.564 3.398 6.096 0.1201
H 12.052 1.654 7.292 0.1243
H 11.018 -2.610 4.915 0.1252
H 9.430 -4.022 3.655 0.1100
H 7.134 -3.206 3.192 0.1012
H 6.437 -0.963 3.961 0.1062
C -5.938 -0.327 -10.067 -0.0519
C -4.599 -0.088 -10.372 -0.0530
C -3.596 -0.734 -9.655 0.0040
C -3.929 -1.613 -8.622 -0.0880
C -5.269 -1.833 -8.302 -0.0856
C -6.274 -1.197 -9.034 0.0067
C -5.634 -2.723 -7.178 -0.2795
O -6.806 -2.919 -6.899 0.1062
C -4.558 -3.365 -6.391 -0.0809
C -4.886 -4.162 -5.292 0.0174
C -3.880 -4.781 -4.554 -0.0655
C -2.545 -4.613 -4.918 -0.0677
C -2.214 -3.815 -6.010 -0.0059
C -3.220 -3.182 -6.742 -0.0877
C -2.856 -2.308 -7.878 -0.2826
O -1.686 -2.157 -8.194 0.0926
H -6.721 0.170 -10.633 0.1105
H -4.337 0.600 -11.170 0.1100
H -2.554 -0.547 -9.901 0.1215
H -7.320 -1.374 -8.799 0.1229
H -5.925 -4.300 -5.004 0.1259
H -4.136 -5.395 -3.698 0.0852
H -1.760 -5.102 -4.347 0.1022
H -1.171 -3.685 -6.285 0.1172

No. 3
13
Properties=species:S:1:pos:R:3:lowdin_charge:R:1 method="wB97M-V/def2-TZVPD" lumo_ha=0.019 homo_lumo_gap_ha=0.412 de_lowest_ev=0.996 charge=0 e_tot_ha=-2859.97293 smiles=C[C@](O)(C#N)CBr
C -1.048 0.243 0.027 -0.0439
C 0.379 0.649 0.318 -0.6033
O 0.608 0.555 1.713 -0.0420
C 0.762 1.966 -0.260 -0.2005
N 1.224 2.961 -0.593 0.1865
C 1.392 -0.454 -0.534 -0.4601
Br 3.219 -0.160 0.128 0.6765
H -1.292 0.701 -0.912 0.0750
H -1.929 0.663 0.755 0.1507
H -1.263 -0.789 0.174 0.0673
H 1.588 0.687 1.754 0.0399
H 1.073 -1.519 -0.521 0.0754
H 1.372 0.089 -1.542 0.0786